[1]
66
Properties=species:S:1:pos:R:3:mulliken_charge:R:1 method="wB97M-V/def2-TZVPD" e_tot_ev=-176606.842 homo_lumo_gap_ev=6.1 charge=-1 homo_ev=-5.1 max_force_ha_per_bohr=0.0106
Sc 0.496 0.068 -0.144 -0.030
C -3.665 2.179 0.575 -1.356
C -2.652 2.371 1.668 0.697
N -2.869 3.325 2.543 -0.630
C -1.981 3.522 3.534 -1.034
C -0.879 2.729 3.731 0.853
C 0.035 3.001 4.892 -0.866
O -0.085 2.021 5.930 -0.526
C -0.641 1.682 2.819 -0.378
C 0.380 0.689 3.090 -0.411
N 0.805 -0.187 2.252 0.637
C 1.653 -1.187 2.790 -0.898
C 2.900 -0.876 3.320 0.376
C 3.730 -1.878 3.794 -0.798
C 3.325 -3.204 3.745 -0.493
C 2.082 -3.530 3.223 -0.503
C 1.262 -2.521 2.749 0.383
I -0.619 -2.990 1.951 0.076
C -1.494 1.526 1.717 0.745
O -1.287 0.654 0.779 -0.857
H -4.666 2.141 1.004 0.461
H -3.466 1.266 0.018 0.263
H -3.638 3.025 -0.116 0.179
H -2.177 4.363 4.191 0.323
H -0.173 4.000 5.283 0.368
H 1.080 2.982 4.581 0.379
H -1.026 1.881 6.080 0.358
H 0.737 0.637 4.120 0.841
H 3.221 0.158 3.309 0.507
H 4.707 -1.622 4.181 0.376
H 3.980 -3.990 4.097 0.376
H 1.756 -4.560 3.176 0.415
S -3.438 -1.412 -6.789 0.108
N -3.297 -0.044 -5.940 -0.706
C -2.560 -0.329 -4.881 1.034
C -2.155 0.606 -3.847 0.423
C -2.463 1.966 -3.884 -0.765
C -2.008 2.779 -2.872 -1.061
C -1.251 2.213 -1.847 -0.584
N -0.947 0.926 -1.817 0.732
C -1.390 0.119 -2.788 -0.570
C -1.000 -1.299 -2.705 0.058
N -0.272 -1.686 -1.639 0.628
C 0.189 -2.928 -1.613 -0.403
C -0.066 -3.861 -2.619 -1.217
C -0.850 -3.490 -3.683 -0.644
C -1.332 -2.180 -3.731 0.427
C -2.147 -1.688 -4.828 0.800
N -2.582 -2.408 -5.847 -0.686
H -3.046 2.352 -4.710 0.525
H -2.216 3.839 -2.857 0.512
H -0.870 2.816 -1.031 0.308
H 0.812 -3.188 -0.769 0.604
H 0.360 -4.851 -2.545 0.448
H -1.088 -4.171 -4.488 0.512
S 2.671 -1.318 -0.069 -0.488
C 2.917 -0.910 -1.740 1.067
S 1.944 0.368 -2.344 -0.508
C 3.836 -1.586 -2.521 0.402
C 4.609 -2.667 -2.002 -0.015
N 5.221 -3.551 -1.585 -0.592
C 4.018 -1.268 -3.899 -0.158
N 4.179 -1.037 -5.017 -0.597
Se 1.001 4.931 1.016 -0.287
C 1.163 3.212 0.625 0.228
N 1.231 2.071 0.384 -0.370

[2]
65
Properties=species:S:1:pos:R:3:mulliken_charge:R:1 method="wB97M-V/def2-TZVPD" e_tot_ev=-74015.829 homo_lumo_gap_ev=5.0 charge=-2 homo_ev=-1.3 max_force_ha_per_bohr=0.0067
Ba -0.663 -0.265 -1.230 1.729
C 2.482 4.989 -0.065 -0.942
C 2.152 3.808 -0.717 -0.139
N 1.570 2.799 -0.091 0.302
C 1.207 2.837 1.239 -0.278
C 1.605 4.008 1.959 1.071
C 2.230 5.071 1.268 -0.604
C 1.379 4.147 3.338 -1.143
C 0.751 3.116 3.997 -0.950
C 0.323 1.988 3.328 -0.620
C 0.461 1.779 1.928 0.349
N -0.118 0.766 1.301 0.389
C -0.479 -0.357 2.020 -0.269
C 0.388 -1.018 2.877 0.439
C 0.044 -2.222 3.506 -0.963
C -1.170 -2.816 3.287 -0.994
C -2.076 -2.213 2.390 1.155
C -3.302 -2.823 2.035 -0.704
C -4.111 -2.233 1.114 -0.589
C -3.690 -1.021 0.528 -0.499
N -2.573 -0.417 0.839 -0.757
C -1.748 -0.987 1.764 0.336
H 2.944 5.789 -0.626 0.387
H 2.356 3.633 -1.762 0.584
H 2.492 5.957 1.834 0.364
H 1.693 5.053 3.839 0.296
H 0.556 3.190 5.062 0.357
H -0.211 1.233 3.886 0.403
H 1.374 -0.599 3.032 0.528
H 0.773 -2.699 4.151 0.341
H -1.427 -3.764 3.743 0.356
H -3.558 -3.780 2.475 0.360
H -5.032 -2.695 0.785 0.372
H -4.291 -0.563 -0.252 0.422
C -1.962 3.275 -4.315 -0.798
S -0.195 2.990 -4.139 -0.101
C -0.028 2.591 -2.401 0.129
S -1.176 3.042 -1.232 -0.361
N 1.100 1.942 -2.256 -1.158
N 1.464 1.579 -0.907 1.316
C 2.742 0.954 -0.833 -1.012
C 2.894 -0.387 -0.523 0.567
C 4.209 -0.951 -0.384 -1.271
C 4.363 -2.258 -0.024 -0.028
C 3.235 -3.069 0.198 -1.203
C 2.003 -2.484 -0.008 -0.313
N 1.814 -1.213 -0.366 0.433
H -2.512 2.335 -4.312 0.212
H -2.102 3.777 -5.272 0.342
H -2.316 3.909 -3.505 0.259
H 3.601 1.577 -1.065 0.100
H 5.069 -0.312 -0.553 0.326
H 5.362 -2.669 0.089 0.360
H 3.314 -4.111 0.474 0.394
H 1.092 -3.070 0.094 0.512
O -3.323 -5.730 -4.319 -0.705
C -2.870 -4.746 -3.758 0.514
C -2.240 -4.718 -2.394 0.036
O -2.106 -5.682 -1.647 -0.764
C -1.866 -3.324 -2.141 0.032
C -2.260 -2.504 -3.253 0.873
O -2.093 -1.247 -3.279 -0.847
C -2.882 -3.339 -4.287 0.154
O -3.349 -2.985 -5.364 -0.743
O -1.313 -2.861 -1.099 -0.342

Repeat the second record exactly.
65
Properties=species:S:1:pos:R:3:mulliken_charge:R:1 method="wB97M-V/def2-TZVPD" e_tot_ev=-74015.829 homo_lumo_gap_ev=5.0 charge=-2 homo_ev=-1.3 max_force_ha_per_bohr=0.0067
Ba -0.663 -0.265 -1.230 1.729
C 2.482 4.989 -0.065 -0.942
C 2.152 3.808 -0.717 -0.139
N 1.570 2.799 -0.091 0.302
C 1.207 2.837 1.239 -0.278
C 1.605 4.008 1.959 1.071
C 2.230 5.071 1.268 -0.604
C 1.379 4.147 3.338 -1.143
C 0.751 3.116 3.997 -0.950
C 0.323 1.988 3.328 -0.620
C 0.461 1.779 1.928 0.349
N -0.118 0.766 1.301 0.389
C -0.479 -0.357 2.020 -0.269
C 0.388 -1.018 2.877 0.439
C 0.044 -2.222 3.506 -0.963
C -1.170 -2.816 3.287 -0.994
C -2.076 -2.213 2.390 1.155
C -3.302 -2.823 2.035 -0.704
C -4.111 -2.233 1.114 -0.589
C -3.690 -1.021 0.528 -0.499
N -2.573 -0.417 0.839 -0.757
C -1.748 -0.987 1.764 0.336
H 2.944 5.789 -0.626 0.387
H 2.356 3.633 -1.762 0.584
H 2.492 5.957 1.834 0.364
H 1.693 5.053 3.839 0.296
H 0.556 3.190 5.062 0.357
H -0.211 1.233 3.886 0.403
H 1.374 -0.599 3.032 0.528
H 0.773 -2.699 4.151 0.341
H -1.427 -3.764 3.743 0.356
H -3.558 -3.780 2.475 0.360
H -5.032 -2.695 0.785 0.372
H -4.291 -0.563 -0.252 0.422
C -1.962 3.275 -4.315 -0.798
S -0.195 2.990 -4.139 -0.101
C -0.028 2.591 -2.401 0.129
S -1.176 3.042 -1.232 -0.361
N 1.100 1.942 -2.256 -1.158
N 1.464 1.579 -0.907 1.316
C 2.742 0.954 -0.833 -1.012
C 2.894 -0.387 -0.523 0.567
C 4.209 -0.951 -0.384 -1.271
C 4.363 -2.258 -0.024 -0.028
C 3.235 -3.069 0.198 -1.203
C 2.003 -2.484 -0.008 -0.313
N 1.814 -1.213 -0.366 0.433
H -2.512 2.335 -4.312 0.212
H -2.102 3.777 -5.272 0.342
H -2.316 3.909 -3.505 0.259
H 3.601 1.577 -1.065 0.100
H 5.069 -0.312 -0.553 0.326
H 5.362 -2.669 0.089 0.360
H 3.314 -4.111 0.474 0.394
H 1.092 -3.070 0.094 0.512
O -3.323 -5.730 -4.319 -0.705
C -2.870 -4.746 -3.758 0.514
C -2.240 -4.718 -2.394 0.036
O -2.106 -5.682 -1.647 -0.764
C -1.866 -3.324 -2.141 0.032
C -2.260 -2.504 -3.253 0.873
O -2.093 -1.247 -3.279 -0.847
C -2.882 -3.339 -4.287 0.154
O -3.349 -2.985 -5.364 -0.743
O -1.313 -2.861 -1.099 -0.342